Record 1
A cluster of 2 separate species, C2H6NS2 in total at a distorted geometry. Source: OMol25; level of theory: wB97M-V/def2-TZVPD.

Values from the calculation:
charge	+1
orbital gap (alpha / beta)	6.823 / 6.820	eV
relative energy (zero: lowest compared OMol25 entry of this formula, charge and spin)	530.6	kJ/mol

Last columns: bonded neighbours and bond lengths (Å).
Atoms and positions in Å:
1 C -1.00998 0.29702 -0.38437  N3 1.424, S4 1.790, S5 1.744
2 C 1.09807 -0.61393 0.25693  N3 1.547, H7 1.019, H8 1.080, H9 1.102
3 N 0.15091 0.60297 0.38221  C1 1.424, C2 1.547, H10 1.078, H11 1.069
4 S -1.94288 -1.07815 0.27976  C1 1.790, S5 2.095
5 S -2.62141 0.87572 -0.05243  C1 1.744, S4 2.095
6 H 0.04422 0.44394 -2.41616  no bonds
7 H 2.11083 -0.51312 0.31541  C2 1.019
8 H 0.63940 -1.17974 1.05459  C2 1.080
9 H 0.82784 -1.09334 -0.69834  C2 1.102
10 H 0.73093 1.35388 -0.12922  N3 1.078
11 H -0.02794 0.90476 1.39164  N3 1.069

***

Record 2
A cluster of 5 separate species, C37H40N5O13 in total at a distorted geometry. Source: OMol25; level of theory: wB97M-V/def2-TZVPD.

Values from the calculation:
charge	+1
orbital gap	6.446	eV

Last columns: bonded neighbours and bond lengths (Å).
Atoms and positions in Å:
1 C 1.17244 2.28435 -0.61298  C2 1.576, H20 1.132, H21 1.121, H22 1.131
2 C 2.19577 3.17011 -1.42063  C1 1.576, O3 1.440, H23 1.132, H24 1.123
3 O 2.84357 4.18506 -0.63076  C2 1.440, C4 1.427
4 C 3.64170 3.60501 0.39987  O3 1.427, C5 1.593, H25 1.132, H26 1.126
5 C 4.68458 4.64605 1.00430  C4 1.593, O6 1.433, H27 1.123, H28 1.132
6 O 5.76276 3.92894 1.61744  C5 1.433, C7 1.434
7 C 5.77946 4.07555 3.04378  O6 1.434, C8 1.571, H29 1.136, H30 1.129
8 C 4.64456 3.29077 3.79538  C7 1.571, O9 1.448, H31 1.129, H32 1.132
9 O 5.03771 1.98544 4.28373  C8 1.448, C10 1.401
10 C 4.68876 0.95336 3.40321  O9 1.401, N11 1.493, H33 1.127, H34 1.132
11 N 3.22257 0.68661 3.31336  C10 1.493, C12 1.397, C19 1.370
12 C 2.80277 -0.06877 2.21547  N11 1.397, C13 1.464, H35 1.122
13 C 1.40016 -0.41566 1.97736  C12 1.464, C14 1.473, H36 1.120
14 C 0.35886 0.06078 2.90458  C13 1.473, C15 1.551, C18 1.480
15 C -1.16034 -0.20281 2.73579  C14 1.551, O16 1.199, O17 1.409
16 O -1.61738 -0.70699 1.74837  C15 1.199
17 O -2.08012 0.18686 3.73017  C15 1.409, H37 0.977
18 C 0.80298 0.84818 4.07675  C14 1.480, C19 1.508, H38 1.111
19 C 2.28060 1.11506 4.21110  N11 1.370, C18 1.508, H39 1.119
20 H 1.71766 1.64713 0.14728  C1 1.132
21 H 0.66015 1.61080 -1.34781  C1 1.121
22 H 0.40335 2.89480 -0.05245  C1 1.131
23 H 2.96232 2.50431 -1.92117  C2 1.132
24 H 1.62283 3.66060 -2.25277  C2 1.123
25 H 2.93034 3.26911 1.21375  C4 1.132
26 H 4.25015 2.72097 0.05939  C4 1.126
27 H 4.19686 5.41172 1.66535  C5 1.123
28 H 5.08437 5.21921 0.11315  C5 1.132
29 H 5.60178 5.17778 3.25344  C7 1.136
30 H 6.80117 3.86643 3.47676  C7 1.129
31 H 3.68155 3.21577 3.21125  C8 1.129
32 H 4.38394 3.90350 4.71121  C8 1.132
33 H 5.10662 1.06368 2.36241  C10 1.127
34 H 5.15696 0.00994 3.81786  C10 1.132
35 H 3.54504 -0.45103 1.46591  C12 1.122
36 H 1.10603 -1.04119 1.09554  C13 1.120
37 H -2.31268 1.12627 3.59513  O17 0.977
38 H 0.09006 1.23454 4.83683  C18 1.111
39 H 2.64112 1.73500 5.07037  C19 1.119
40 C -3.01922 5.66959 6.88561  C41 1.390, C45 1.390, H49 1.084
41 C -2.52559 5.29870 5.63983  C40 1.390, C42 1.387, H50 1.083
42 C -1.34445 4.57721 5.54793  C41 1.387, C43 1.391, H51 1.083
43 C -0.66809 4.22874 6.71183  C42 1.391, C44 1.389, N46 1.463
44 C -1.15021 4.60172 7.96035  C43 1.389, C45 1.387, H52 1.083
45 C -2.33084 5.32560 8.04333  C40 1.390, C44 1.387, H53 1.083
46 N 0.56514 3.44632 6.62177  C43 1.463, O47 1.230, O48 1.212
47 O 0.97615 3.14674 5.50151  N46 1.230
48 O 1.11534 3.13010 7.65479  N46 1.212
49 H -3.94543 6.22874 6.95444  C40 1.084
50 H -3.06478 5.57066 4.74038  C41 1.083
51 H -0.96833 4.29363 4.57282  C42 1.083
52 H -0.62349 4.33626 8.86833  C44 1.083
53 H -2.71795 5.61946 9.01124  C45 1.083
54 C -0.96599 -3.05000 -0.58033  C55 1.389, C59 1.389, H63 1.084
55 C -0.48369 -4.22844 -1.13471  C54 1.389, C56 1.388, H64 1.083
56 C -1.36510 -5.14926 -1.68379  C55 1.388, C57 1.388, H65 1.082
57 C -2.72570 -4.87574 -1.67549  C56 1.388, C58 1.390, N60 1.467
58 C -3.21720 -3.70255 -1.11594  C57 1.390, C59 1.387, H66 1.083
59 C -2.33028 -2.78845 -0.56644  C54 1.389, C58 1.387, H67 1.082
60 N -3.65835 -5.83373 -2.27805  C57 1.467, O61 1.220, O62 1.218
61 O -3.19483 -6.86130 -2.74479  N60 1.220
62 O -4.84171 -5.54680 -2.28314  N60 1.218
63 H -0.27558 -2.32938 -0.15724  C54 1.084
64 H 0.58105 -4.42878 -1.14236  C55 1.083
65 H -0.97809 -6.06425 -2.11355  C56 1.082
66 H -4.27857 -3.48844 -1.10371  C58 1.083
67 H -2.70040 -1.86993 -0.13068  C59 1.082
68 C -1.60019 -8.14119 -7.35210  C69 1.390, C73 1.390, H77 1.084
69 C -0.34658 -7.82198 -7.86150  C68 1.390, C70 1.388, H78 1.083
70 C 0.42634 -6.84788 -7.24546  C69 1.388, C71 1.389, H79 1.083
71 C -0.06534 -6.20348 -6.11740  C70 1.389, C72 1.389, N74 1.466
72 C -1.31979 -6.51078 -5.60607  C71 1.389, C73 1.387, H80 1.082
73 C -2.08802 -7.48392 -6.22878  C68 1.390, C72 1.387, H81 1.083
74 N 0.75746 -5.19163 -5.44783  C71 1.466, O75 1.218, O76 1.221
75 O 1.84485 -4.93197 -5.93053  N74 1.218
76 O 0.30663 -4.66963 -4.44078  N74 1.221
77 H -2.19930 -8.90677 -7.83240  C68 1.084
78 H 0.02910 -8.33591 -8.73814  C69 1.083
79 H 1.40119 -6.60669 -7.64971  C70 1.083
80 H -1.70789 -6.00747 -4.72983  C72 1.082
81 H -3.06651 -7.73350 -5.83621  C73 1.083
82 C -4.94676 0.53961 -5.54699  C83 1.390, C87 1.390, H91 1.084
83 C -3.82955 1.30470 -5.86081  C82 1.390, C84 1.388, H92 1.083
84 C -2.73624 1.32089 -5.00645  C83 1.388, C85 1.389, H93 1.083
85 C -2.77207 0.56317 -3.84277  C84 1.389, C86 1.389, N88 1.465
86 C -3.88714 -0.19858 -3.51734  C85 1.389, C87 1.388, H94 1.083
87 C -4.97761 -0.20755 -4.37527  C82 1.390, C86 1.388, H95 1.083
88 N -1.61064 0.55711 -2.95032  C85 1.465, O89 1.220, O90 1.220
89 O -0.65386 1.25031 -3.25486  N88 1.220
90 O -1.66320 -0.14464 -1.95427  N88 1.220
91 H -5.79718 0.52466 -6.21940  C82 1.084
92 H -3.81043 1.88652 -6.77441  C83 1.083
93 H -1.87092 1.91986 -5.26006  C84 1.083
94 H -3.91960 -0.78670 -2.60868  C86 1.083
95 H -5.85154 -0.80027 -4.13332  C87 1.083

***

Q: Which formula does entry 2 have?
A: C37H40N5O13